A 2-piece molecular cluster, C3H12N2OS overall at a distorted geometry, computed with the ωB97M-V functional and the def2-TZVPD basis.

Values from the calculation:
ΔE to the lowest compared entry with this formula, charge and spin ... 9.94 kcal/mol
LUMO energy ... 0.9 eV
Calculated total energy ... -19168.3100 eV
Highest occupied orbital energy ... -8.638 eV

Structure (XYZ):
```
19
Properties=species:S:1:pos:R:3:forces:R:3
N 0.088 -1.583 -1.184 0.31 -0.08 0.74
C 1.219 -1.006 -0.421 -0.17 -0.60 -0.82
N 0.783 0.026 0.465 0.08 0.42 0.01
C 0.778 1.405 -0.021 -0.60 -0.03 0.07
C -0.581 2.084 0.212 0.24 -0.70 0.64
S -1.936 1.306 -0.690 -0.09 0.09 -0.19
H -0.148 -0.958 -1.944 -0.14 -0.31 -0.20
H 0.355 -2.513 -1.505 -0.21 0.44 -0.31
H 2.004 -0.711 -1.135 0.05 0.42 0.24
H 1.638 -1.823 0.148 0.11 -0.18 0.37
H 1.180 -0.055 1.389 -0.02 0.01 -0.11
H 0.973 1.427 -1.086 0.30 -0.12 -0.28
H 1.540 1.972 0.503 0.26 0.29 -0.04
H -0.613 3.119 -0.111 0.29 0.19 0.10
H -0.749 2.012 1.295 -0.34 0.30 -0.28
H -1.823 0.106 -0.114 -0.08 -0.05 0.06
O -1.590 -1.331 1.693 0.01 -0.30 -0.14
H -0.968 -1.372 0.949 0.05 0.16 0.04
H -2.150 -2.103 1.559 -0.06 0.05 0.10
```
Positions in Å, forces in eV/Å.

Mulliken population analysis, charges in e, atoms 1 to 2: N -0.42; C -0.85

---

C36H26N8OSSr as an isolated structure, computed with the ωB97M-V functional and the def2-TZVPD basis.

Values from the calculation:
LUMO energy (spin up / spin down) ... -1.0 / -1.0 eV
Calculated total energy ... -63397.2675 eV
Highest occupied orbital energy (spin up / spin down) ... -5.972 / -5.966 eV

Structure (XYZ):
```
73
Properties=species:S:1:pos:R:3:forces:R:3
Sr -0.248 -0.394 -0.829 -0.23 0.07 -0.31
C -6.718 1.152 1.219 0.04 -0.04 0.03
C -6.714 2.030 0.132 0.01 0.02 -0.03
C -5.561 2.248 -0.609 -0.02 0.03 -0.02
C -4.422 1.552 -0.244 0.00 -0.04 0.06
C -3.045 1.554 -0.764 0.04 -0.01 -0.04
N -2.301 0.685 -0.061 0.13 0.01 0.18
C -3.050 0.167 0.967 0.01 0.09 -0.06
N -2.649 -0.581 1.965 -0.02 -0.05 0.07
C -1.369 -0.864 2.266 -0.06 0.04 0.01
C -0.973 -1.607 3.456 0.10 0.00 -0.03
C -1.698 -2.224 4.469 -0.02 -0.02 0.03
C -0.993 -2.845 5.484 -0.03 0.01 -0.02
C 0.409 -2.841 5.498 0.04 0.01 -0.02
C 1.135 -2.219 4.498 0.02 -0.02 0.03
C 0.430 -1.604 3.469 -0.06 -0.01 0.00
C 0.846 -0.855 2.290 -0.06 0.04 -0.07
N 2.111 -0.562 2.000 0.09 -0.07 0.11
C 2.522 0.212 1.008 -0.07 0.06 -0.12
N 1.759 0.753 0.009 -0.17 -0.12 0.05
C 2.505 1.593 -0.724 0.01 0.02 -0.04
N 2.088 2.415 -1.702 0.06 0.03 0.00
C 0.837 2.604 -2.052 -0.05 -0.02 -0.02
N -0.280 1.919 -1.649 0.04 0.16 0.13
C -1.380 2.589 -2.059 0.05 -0.06 0.00
N -2.647 2.382 -1.728 -0.07 0.05 -0.01
C -0.973 3.725 -2.902 0.04 0.01 -0.01
C -1.696 4.701 -3.567 -0.03 0.02 -0.02
C -0.984 5.675 -4.252 -0.03 -0.02 0.01
C 0.413 5.681 -4.252 0.03 -0.03 0.02
C 1.135 4.713 -3.567 0.02 0.04 -0.03
C 0.421 3.731 -2.903 -0.03 -0.02 0.01
C 3.881 1.574 -0.234 -0.03 -0.06 0.07
C 5.033 2.244 -0.626 0.03 0.03 -0.02
C 6.195 2.007 0.088 -0.02 0.02 -0.03
C 6.206 1.130 1.181 -0.03 -0.04 0.03
C 5.056 0.472 1.584 0.04 0.00 0.01
C 3.892 0.696 0.859 -0.01 0.00 -0.02
N -0.268 -0.462 1.606 0.05 -0.03 -0.16
C -4.426 0.674 0.841 0.03 0.00 -0.02
C -5.569 0.469 1.594 -0.04 0.00 0.01
H -7.632 1.009 1.781 -0.01 0.01 -0.01
H -7.625 2.553 -0.130 0.00 0.00 0.00
H -5.543 2.938 -1.442 0.00 0.00 0.00
H -2.780 -2.210 4.456 0.00 0.00 0.00
H -1.528 -3.336 6.287 0.00 0.00 0.00
H 0.931 -3.330 6.311 -0.01 0.00 0.00
H 2.217 -2.201 4.512 0.00 0.00 0.00
H -2.778 4.697 -3.545 0.00 0.00 0.00
H -1.517 6.449 -4.790 0.01 0.00 0.00
H 0.940 6.459 -4.790 -0.01 0.00 0.00
H 2.217 4.721 -3.545 0.00 -0.01 0.00
H 5.011 2.931 -1.462 0.00 0.00 0.00
H 7.110 2.511 -0.196 0.00 0.00 0.00
H 7.130 0.972 1.723 0.01 0.01 -0.01
H 5.054 -0.193 2.437 0.01 0.00 0.00
H -5.557 -0.200 2.444 -0.01 0.00 0.00
C 0.319 -5.738 -2.150 0.00 -0.05 0.00
C -0.170 -5.364 -0.763 0.03 0.10 -0.10
S -0.013 -3.617 -0.347 -0.01 -0.35 0.33
O -0.661 -2.855 -1.485 0.23 0.19 -0.01
C 1.790 -3.368 -0.497 0.02 0.02 -0.01
C 2.258 -2.892 -1.863 0.08 -0.05 -0.04
H 0.011 -6.756 -2.383 0.00 0.00 0.00
H 1.405 -5.696 -2.221 -0.01 -0.01 0.01
H -0.112 -5.074 -2.900 0.01 0.01 0.01
H 0.345 -5.901 0.036 -0.01 0.01 0.01
H -1.240 -5.545 -0.653 0.01 -0.02 0.01
H 2.268 -4.310 -0.224 -0.06 -0.03 0.03
H 2.045 -2.649 0.287 -0.02 0.02 -0.02
H 2.006 -3.594 -2.655 0.00 0.02 0.00
H 3.341 -2.774 -1.834 0.00 0.01 -0.01
H 1.849 -1.924 -2.151 -0.05 0.02 0.06
```
Positions in Å, forces in eV/Å.

Mulliken population analysis, charges in e, atoms 1 to 2: Sr 2.71; C -0.56

---

A 2-piece molecular cluster, C12H17N overall at a distorted geometry, computed with the ωB97M-V functional and the def2-TZVPD basis.

Values from the calculation:
ΔE to the lowest compared entry with this formula, charge and spin ... 22.33 kcal/mol
LUMO energy ... 0.9 eV
Calculated total energy ... -14209.3691 eV
Highest occupied orbital energy ... -7.947 eV

Structure (XYZ):
```
30
Properties=species:S:1:pos:R:3:forces:R:3
C -0.764 0.190 -3.385 0.90 0.21 -0.59
C 0.026 0.719 -2.225 -1.43 -0.36 0.17
C 0.004 2.016 -1.800 0.21 -0.80 -0.35
N 0.576 2.102 -0.556 1.33 0.83 0.13
C 1.113 0.892 -0.195 -0.70 -1.38 -0.83
C 1.882 0.520 0.927 -0.08 0.69 -0.82
C 1.934 -0.817 1.258 -0.63 -0.11 0.05
C 1.306 -1.753 0.427 0.08 0.48 0.58
C 0.721 -1.391 -0.763 -0.79 -1.32 -0.37
C 0.615 -0.067 -1.175 1.16 1.49 1.73
H -0.084 -0.248 -4.125 -0.13 -0.21 0.07
H -1.268 0.995 -3.920 -0.16 0.04 0.16
H -1.489 -0.565 -3.101 -0.11 -0.07 0.13
H -0.374 2.867 -2.341 -0.11 0.13 0.25
H 0.904 2.967 -0.166 -0.04 0.11 0.03
H 2.499 1.286 1.386 -0.45 -0.06 0.64
H 2.209 -1.144 2.254 0.71 0.13 -0.19
H 1.128 -2.739 0.829 0.25 -0.26 -0.24
H 0.146 -2.210 -1.196 0.24 0.36 -0.68
C -2.258 0.339 1.459 -0.12 -0.29 -0.56
C -1.773 -1.111 1.690 -0.43 1.31 0.93
C -1.512 -1.256 3.183 0.33 0.09 0.63
H -1.629 1.004 2.052 0.04 0.25 -0.29
H -2.269 0.627 0.400 0.40 0.02 0.16
H -3.295 0.500 1.770 0.10 -0.25 0.31
H -2.593 -1.788 1.464 0.20 -0.31 -0.51
H -0.853 -1.314 1.138 -0.53 -0.08 -0.06
H -1.177 -2.272 3.416 -0.39 0.10 0.29
H -0.749 -0.585 3.597 0.34 -0.01 -0.61
H -2.375 -0.919 3.776 -0.17 -0.73 -0.18
```
Positions in Å, forces in eV/Å.

Mulliken population analysis, charges in e, atoms 1 to 2: C -1.34; C 0.46

---

One molecule with the formula C3H5NO at a distorted geometry, computed with the ωB97M-V functional and the def2-TZVPD basis.

Values from the calculation:
ΔE to the lowest compared entry with this formula, charge and spin ... 85.68 kcal/mol
LUMO energy ... 0.9 eV
Calculated total energy ... -6725.8571 eV
Highest occupied orbital energy ... -9.016 eV

Structure (XYZ):
```
10
Properties=species:S:1:pos:R:3:forces:R:3
C -0.496 0.793 -1.541 -0.75 2.82 3.80
O 0.613 0.686 -0.541 -0.26 -0.10 -1.05
C 0.335 -0.173 0.374 -5.08 -5.22 2.11
N -0.648 -1.166 0.755 5.01 5.12 -1.94
C 0.588 -0.842 1.614 1.54 -0.14 1.90
H -0.769 -0.134 -1.901 -0.29 -1.94 -0.85
H -0.224 1.540 -2.267 0.30 -0.03 -0.19
H -1.327 1.202 -0.839 0.93 -0.67 -1.75
H 1.453 -1.591 1.706 -1.28 0.81 -0.34
H 0.476 -0.315 2.640 -0.12 -0.65 -1.68
```
Positions in Å, forces in eV/Å.

Mulliken population analysis, charges in e, atoms 1 to 2: C -0.62; O -0.35